Entry 1:
This record from the OMol25 dataset describes a structure of composition C36H43As3BrF9N2O4RbS2Sb. The level of theory is wB97M-V/def2-TZVPD.

Results
Relative energy (zero: lowest compared OMol25 entry of this formula, charge and spin) ... 2.0 kcal/mol
Energy ... -13048.8905 a.u.
Molar mass ... 1314.8 g mol⁻¹

```
102
Properties=species:S:1:pos:R:3:forces:R:3:lowdin_charge:R:1
Rb -0.5962 0.0423 0.1493 0.4 -0.1 -0.2 0.533
F -0.2285 2.9508 0.9167 -0.1 -0.1 -0.1 0.054
C -1.1904 3.5601 1.6364 0.0 0.1 0.0 -0.667
F -1.2898 4.8145 1.2169 0.1 0.0 0.0 0.152
F -0.7947 3.5513 2.9080 0.0 0.0 0.0 0.137
S -2.8298 2.7038 1.4988 0.0 -0.4 0.2 0.575
O -2.4916 1.2938 1.6005 -0.1 0.2 0.0 -0.453
O -3.5955 3.2935 2.5466 0.0 0.0 -0.1 -0.245
N -3.3931 3.1135 0.0983 -0.1 0.2 0.0 -0.287
S -3.1463 2.3557 -1.2508 0.2 0.0 -0.4 0.573
O -1.7918 1.8786 -1.4335 -0.2 0.0 0.0 -0.480
O -3.7524 3.0736 -2.3257 0.0 0.0 0.2 -0.256
C -4.1446 0.7662 -1.1498 -0.1 -0.1 0.0 -0.646
F -5.0149 0.7871 -0.1492 0.0 0.0 0.0 0.148
F -3.3494 -0.3158 -0.9819 0.1 0.2 0.1 0.051
F -4.7984 0.5877 -2.2910 0.0 0.0 0.0 0.146
C -1.5779 -5.0564 1.8220 -0.1 0.0 0.0 -0.335
As -1.2210 -3.1439 1.6716 0.2 0.1 -0.1 1.062
C -3.0787 -2.5284 1.7622 -0.1 0.1 0.0 -0.316
C -0.8125 -2.6724 3.5455 0.0 0.0 0.0 -0.375
C 0.6213 -2.7516 4.0995 0.0 0.0 0.0 -0.690
C 0.5509 -2.2598 5.5517 0.0 0.0 0.0 -0.068
C 1.6223 -1.8850 3.3229 -0.1 0.0 0.0 -0.414
As 1.2588 0.0429 3.1128 0.0 -0.1 -0.1 1.108
C 2.0839 0.7573 4.7293 0.0 0.0 0.1 -0.322
C 2.8188 0.3057 1.9363 -0.1 0.1 0.2 -0.316
C 1.1410 -4.2054 4.1230 0.0 0.0 0.0 -0.352
As 1.9925 -4.9058 2.4735 -0.1 0.0 0.0 1.092
C 2.0165 -6.7682 3.0819 0.0 0.0 0.0 -0.339
C 3.8596 -4.5148 2.9225 0.1 0.0 0.0 -0.336
H -0.6620 -5.6282 1.7040 0.0 0.0 0.0 -0.032
H -2.2597 -5.3314 1.0168 0.0 0.0 0.0 0.021
H -2.0472 -5.2884 2.7787 0.0 0.0 0.0 0.031
H -3.6157 -2.9803 2.5972 0.1 0.0 0.0 0.036
H -3.5991 -2.7741 0.8361 0.0 0.0 0.0 0.019
H -3.0935 -1.4433 1.8833 0.0 0.0 0.0 0.010
H -1.4660 -3.2783 4.1812 0.0 0.0 0.0 0.084
H -1.1687 -1.6406 3.6297 0.0 0.0 0.0 0.058
H 0.1096 -1.2621 5.6051 0.0 0.0 0.0 0.073
H 1.5487 -2.2216 5.9954 0.0 0.0 0.0 0.089
H -0.0652 -2.9287 6.1558 0.0 0.0 0.0 0.091
H 1.7042 -2.2477 2.2923 0.0 0.0 0.0 0.020
H 2.6112 -1.9889 3.7817 0.0 0.0 0.0 0.075
H 2.9349 0.1490 5.0360 0.0 0.0 0.0 0.029
H 1.3541 0.8007 5.5345 0.0 0.0 0.0 0.015
H 2.4209 1.7709 4.5143 0.0 0.0 0.0 0.025
H 3.7157 0.0106 2.4828 0.1 0.0 -0.1 0.032
H 2.9057 1.3518 1.6441 0.0 0.0 0.0 0.028
H 2.7197 -0.3058 1.0404 0.0 0.0 0.0 -0.003
H 0.3201 -4.8859 4.3686 0.0 0.0 0.0 0.076
H 1.8880 -4.3144 4.9149 0.0 0.0 0.0 0.075
H 1.0037 -7.1704 3.0689 0.0 0.0 0.0 0.013
H 2.4154 -6.8376 4.0946 0.0 0.0 0.0 0.027
H 2.6329 -7.3666 2.4124 0.0 0.0 0.0 0.018
H 4.1029 -3.4837 2.6710 0.0 0.0 0.0 0.004
H 4.5018 -5.1717 2.3357 0.0 0.0 0.0 0.019
H 4.0504 -4.6845 3.9828 0.0 0.0 0.0 0.027
Br 0.9262 3.5740 -2.4926 -0.1 0.0 0.0 0.849
C 2.3486 2.3841 -2.1597 0.0 0.0 -0.1 -0.743
C 3.6476 2.8561 -2.3053 0.1 -0.1 0.0 -0.102
C 4.6841 1.9615 -2.1075 0.0 0.1 0.0 -0.055
C 4.3854 0.6466 -1.7787 0.0 0.0 0.0 -0.055
C 3.0545 0.2944 -1.6538 0.0 0.0 0.0 -0.192
N 2.0376 1.1437 -1.8369 0.1 0.0 0.2 0.020
H 3.8246 3.8869 -2.5729 0.0 0.0 0.0 0.102
H 5.7105 2.2868 -2.2162 0.0 0.0 0.0 0.113
H 5.1635 -0.0877 -1.6245 0.0 0.0 0.0 0.109
H 2.7782 -0.7276 -1.4097 0.0 0.0 0.0 0.083
F 4.1940 -5.6794 -5.5472 0.0 0.0 0.0 0.059
C 3.3573 -4.7460 -5.0513 0.0 0.0 0.0 -0.284
C 3.0476 -4.7805 -3.7084 0.0 0.0 0.1 -0.012
C 2.1847 -3.8150 -3.2065 0.0 0.1 0.0 -0.133
C 1.6374 -2.8401 -4.0384 -0.1 0.1 -0.1 -0.383
C 1.9789 -2.8385 -5.3910 0.0 -0.1 0.1 -0.113
C 2.8447 -3.7922 -5.9075 0.0 0.0 0.0 -0.004
Sb 0.2487 -1.4464 -3.1909 -0.1 -0.2 0.2 1.499
C -1.5658 -2.3925 -3.8131 0.1 0.0 -0.1 -0.383
C -2.0076 -2.4472 -5.1343 0.0 0.0 0.0 -0.108
C -3.1843 -3.1024 -5.4658 0.0 0.0 0.0 -0.002
C -3.9085 -3.7042 -4.4554 0.0 0.0 0.0 -0.279
F -5.0520 -4.3430 -4.7686 0.0 0.0 0.0 0.062
C -3.5066 -3.6733 -3.1368 0.0 0.0 0.1 -0.005
C -2.3283 -3.0087 -2.8236 0.0 0.0 0.0 -0.139
C 0.3685 0.0940 -4.6492 -0.1 0.1 0.0 -0.396
C -0.7858 0.7982 -4.9977 0.1 0.0 0.1 -0.113
C -0.7174 1.9293 -5.7998 -0.1 0.0 0.0 -0.001
C 0.5195 2.3444 -6.2442 0.0 0.0 0.0 -0.290
F 0.5979 3.4423 -7.0213 0.0 0.0 0.0 0.061
C 1.6855 1.6815 -5.9173 0.1 0.0 0.0 -0.013
C 1.6009 0.5586 -5.1093 0.0 -0.1 0.0 -0.142
H 3.4747 -5.5493 -3.0787 0.0 0.0 0.0 0.119
H 1.9330 -3.8326 -2.1508 0.0 0.0 0.0 0.092
H 1.5624 -2.0879 -6.0523 0.0 0.0 0.0 0.096
H 3.1195 -3.8091 -6.9536 0.0 0.0 0.0 0.121
H -1.4314 -1.9743 -5.9215 0.0 0.0 0.0 0.102
H -3.5410 -3.1522 -6.4856 0.0 0.0 0.0 0.121
H -4.1120 -4.1543 -2.3803 0.0 0.0 0.0 0.119
H -2.0068 -2.9754 -1.7865 0.0 0.0 0.0 0.073
H -1.7538 0.4796 -4.6272 0.0 0.0 0.0 0.104
H -1.6027 2.4915 -6.0637 0.0 0.0 0.0 0.127
H 2.6341 2.0492 -6.2852 0.0 0.0 0.0 0.121
H 2.5143 0.0387 -4.8381 0.0 0.0 0.0 0.101
```
Forces are in eV/Å.



Entry 2:
This record from the OMol25 dataset describes a cluster of 5 separate species, C36H43B2ClF32N2O7PS in total in a non-equilibrium geometry. The level of theory is wB97M-V/def2-TZVPD.

Results
Relative energy (zero: lowest compared OMol25 entry of this formula, charge and spin) ... 0.0 kcal/mol
Energy ... -6478.8088 a.u.
Molar mass ... 1343.8 g mol⁻¹
Net charge ... +1

```
125
Properties=species:S:1:pos:R:3:forces:R:3:lowdin_charge:R:1
C 3.5538 -5.7712 -3.8980 -0.7 -0.3 0.0 -0.036
C 2.3806 -5.5331 -4.8953 -0.3 0.2 -0.4 -0.189
C 1.6505 -6.7050 -5.3347 -0.6 1.5 -0.6 -0.026
C 0.5382 -6.5925 -6.2627 1.3 1.9 1.0 -0.054
C 0.1971 -5.2593 -6.7189 0.8 -0.8 0.8 -0.073
C 0.9227 -4.0833 -6.2734 0.3 -1.3 0.4 -0.044
C 2.0370 -4.1784 -5.3504 -0.9 -2.1 -0.4 -0.155
C 2.8828 -2.9706 -4.8638 -1.2 -1.0 -0.7 -0.102
C 2.3774 -2.2874 -3.5394 1.7 1.5 0.2 -0.147
B 1.8040 -3.1754 -2.3214 -0.3 -1.6 1.0 -0.590
O 1.0185 -4.3348 -2.4602 -0.1 2.0 -0.1 0.160
O 2.0228 -2.8044 -0.9791 -0.7 0.3 -1.4 0.156
C 3.6991 -1.5353 -3.0077 0.6 1.0 1.1 -0.457
C 4.7860 -2.4177 -2.2714 -0.4 0.5 0.8 -0.098
P 4.8065 -0.6781 -4.3483 1.3 -1.0 -0.7 0.447
S 6.3379 -1.7303 -4.9133 -0.1 0.1 0.0 0.225
C 3.1849 -0.2566 -2.2501 -0.3 -3.4 -1.9 0.048
N 1.9738 -0.0881 -2.6814 1.6 2.3 0.9 0.134
C 1.3526 -1.0469 -3.6516 -1.3 -0.5 0.3 -0.170
C 0.9458 -0.5098 -5.0903 0.2 1.4 0.0 -0.109
C 1.6712 0.8134 -5.5658 -1.3 0.2 -0.9 -0.258
C 0.6084 1.7460 -6.2861 0.9 -0.6 -0.4 -0.506
Cl 0.2427 0.9404 -7.9009 -0.1 0.4 0.8 0.534
B -0.1214 -1.2588 -2.9681 -1.4 -1.3 0.3 -0.542
N -1.1581 -2.0830 -3.5792 2.3 0.2 1.0 0.231
O -0.4674 -0.6773 -1.7075 1.0 -0.8 -0.8 0.089
H 3.8095 -6.8586 -3.9142 0.0 0.9 0.0 0.089
H 4.4660 -5.1714 -4.1179 -0.6 -0.5 0.0 0.074
H 3.2220 -5.5489 -2.8472 0.3 -0.1 -0.9 0.088
H 1.9664 -7.6901 -4.9204 -0.3 0.9 -0.5 0.114
H -0.0214 -7.4928 -6.5969 0.5 0.9 0.3 0.109
H -0.6384 -5.1966 -7.4509 0.8 0.3 0.7 0.105
H 0.6075 -3.1092 -6.6996 0.3 -0.7 0.3 0.097
H 2.9148 -2.2484 -5.7239 0.1 -0.5 0.9 0.116
H 3.9188 -3.3588 -4.6895 -0.9 0.6 -0.2 0.075
H 0.4119 -4.2490 -3.2139 0.5 -0.6 -0.1 0.097
H 1.2593 -3.1152 -0.4560 0.7 -0.3 0.0 0.110
H 5.0560 -3.3295 -2.8551 -0.1 1.1 0.3 0.067
H 5.6771 -1.7591 -2.0919 -0.5 -0.9 -0.3 0.078
H 4.4569 -2.7653 -1.2642 -0.1 0.4 -0.8 0.096
H 4.0605 -0.3596 -5.5140 -0.2 0.5 0.9 -0.019
H 5.2860 0.5061 -3.6964 -0.9 -0.1 -0.2 0.011
H 3.7444 0.3827 -1.5351 -0.8 -0.3 -0.5 0.167
H 1.5450 0.7518 -2.2726 -0.8 -0.5 -0.7 0.185
H 1.0489 -1.2758 -5.8971 0.0 0.4 1.1 0.097
H -0.1527 -0.2659 -5.0695 1.0 -0.3 0.0 0.107
H 2.1231 1.4251 -4.7502 -0.1 -0.7 -0.5 0.107
H 2.3896 0.5280 -6.3716 -0.2 0.6 0.9 0.081
H -0.3464 1.8300 -5.7205 0.7 0.1 -0.5 0.073
H 1.0419 2.7369 -6.5586 -0.5 -0.8 0.4 0.082
H -0.7725 -2.7654 -4.2345 -0.7 0.2 -0.2 0.086
H -1.7233 -2.5192 -2.8509 -0.3 0.1 -0.6 0.115
H -0.3541 -1.3969 -1.0550 -0.3 0.6 0.0 0.083
C -1.8773 -0.9930 1.5907 -0.2 0.5 -0.5 -0.046
C -1.3190 -2.4213 1.7186 0.4 0.7 0.7 -0.410
C -2.2169 -3.4440 2.4179 -0.3 -0.9 0.1 -0.300
F -2.4845 -3.1035 3.6891 0.1 0.1 -0.2 0.110
F -1.5963 -4.6489 2.4566 0.2 0.2 -0.3 0.102
F -0.1025 -2.3679 2.3030 -0.1 -0.2 -0.1 0.135
F -1.1015 -2.8765 0.4344 -0.2 -0.1 -0.2 0.082
O -1.4459 -0.0423 2.5547 -0.1 -0.7 0.6 0.021
C -2.1086 0.0263 3.7878 -0.5 0.2 -1.0 -0.508
C -1.1964 -0.3550 4.9565 0.7 0.0 0.9 -0.275
F -0.7031 -1.6072 4.8174 -0.1 0.1 -0.3 0.101
F -1.8833 -0.3324 6.1244 -0.3 0.1 -0.2 0.097
F -3.2401 -0.6995 3.7445 0.1 0.0 0.3 0.151
F -2.4938 1.3126 3.9322 0.3 0.0 0.2 0.153
H -1.4850 -0.6029 0.6495 0.1 0.0 0.1 0.116
H -2.9613 -0.9817 1.4629 0.0 -0.2 0.2 0.152
H -3.1615 -3.5700 1.8803 0.0 0.1 -0.1 0.178
H -0.3523 0.3368 5.0218 -0.8 -0.6 0.4 0.147
C 1.6040 1.6624 1.9538 -0.1 -0.9 -0.3 -0.038
C 1.1917 2.3003 3.2952 1.0 0.1 -0.1 -0.407
C 0.3046 3.5441 3.2095 -0.7 0.5 0.5 -0.295
F 0.9064 4.5587 2.5584 0.1 -0.2 0.0 0.099
F 0.0200 3.9919 4.4539 0.1 -0.3 0.0 0.111
F 2.2966 2.5446 4.0269 -0.2 0.1 -0.1 0.151
F 0.4882 1.3424 3.9756 0.5 1.0 -0.8 0.065
O 2.8931 1.9909 1.4352 -0.1 1.0 0.0 0.037
C 3.0207 3.1637 0.6916 -0.9 -1.0 0.3 -0.515
C 3.9301 4.1928 1.3690 0.6 0.6 0.4 -0.280
F 3.4732 4.5213 2.5915 -0.1 -0.3 -0.2 0.111
F 3.9730 5.3313 0.6401 -0.1 -0.3 -0.3 0.108
F 1.8031 3.6551 0.3993 0.3 0.3 -0.2 0.140
F 3.5728 2.7978 -0.4955 0.3 0.1 -0.1 0.116
H 1.6671 0.5893 2.1459 0.1 0.1 0.2 0.150
H 0.8266 1.7637 1.1940 0.0 0.3 0.2 0.140
H -0.6424 3.3167 2.7099 0.1 -0.2 0.0 0.173
H 4.9453 3.8045 1.4765 0.0 -0.2 -0.1 0.179
C -3.1743 2.2197 9.0279 -0.7 -0.1 -0.4 -0.045
C -1.7010 2.5175 8.6912 -0.4 0.7 0.3 -0.438
C -0.6666 1.5591 9.2849 0.7 -0.3 -0.1 -0.300
F -0.6812 1.5539 10.6306 0.0 0.1 -0.2 0.098
F 0.5829 1.9371 8.9101 -0.2 0.1 -0.2 0.091
F -1.4221 3.7976 9.0214 0.2 -0.2 0.1 0.134
F -1.5844 2.4446 7.3325 0.1 -0.4 0.0 0.093
O -3.7618 2.9594 10.0958 0.9 -0.2 0.6 0.042
C -3.5691 2.4951 11.3988 -0.7 -0.5 -1.1 -0.521
C -2.7554 3.4713 12.2524 0.3 0.5 0.4 -0.279
F -1.5440 3.7115 11.7093 -0.2 0.0 -0.1 0.097
F -2.5419 2.9542 13.4846 -0.3 -0.2 -0.1 0.102
F -3.0380 1.2584 11.3716 0.0 0.1 0.4 0.139
F -4.8000 2.3636 11.9383 0.2 0.3 0.2 0.149
H -3.7462 2.5287 8.1513 0.2 0.2 0.0 0.149
H -3.3683 1.1497 9.1227 0.3 0.0 0.2 0.146
H -0.8285 0.5377 8.9278 -0.1 0.0 -0.1 0.170
H -3.2772 4.4247 12.3566 -0.2 -0.1 -0.1 0.176
C -3.1545 3.9872 -2.1147 0.4 0.4 0.6 -0.038
C -3.5742 4.4449 -3.5236 0.6 -0.3 0.0 -0.437
C -5.0401 4.2216 -3.9011 -0.7 0.3 -0.5 -0.298
F -5.3819 2.9174 -3.8835 0.1 0.1 0.0 0.093
F -5.2640 4.6664 -5.1603 0.3 0.1 0.1 0.103
F -2.7473 3.8782 -4.4360 -0.2 -0.1 0.0 0.120
F -3.3414 5.7849 -3.5860 -0.3 0.0 0.2 0.114
O -2.5224 2.7091 -2.0091 -0.7 -0.6 -0.6 0.035
C -3.3369 1.5789 -1.9273 0.0 1.4 0.7 -0.517
C -3.1712 0.6495 -3.1288 0.0 -0.4 -0.7 -0.289
F -3.4488 1.2761 -4.2898 0.2 0.1 0.2 0.105
F -4.0153 -0.4044 -3.0416 0.1 0.1 0.4 0.109
F -4.6099 1.9513 -1.7188 0.0 -0.6 -0.1 0.152
F -2.9464 0.9107 -0.8180 0.1 -0.3 0.0 0.136
H -2.3828 4.6884 -1.7929 0.1 -0.1 -0.2 0.149
H -3.9567 4.1040 -1.3844 -0.1 -0.1 -0.2 0.148
H -5.7064 4.7693 -3.2286 0.1 0.0 0.1 0.177
H -2.1471 0.2773 -3.1727 -0.1 0.1 0.1 0.127
```
Forces are in eV/Å.



Number 1: Kohn-Sham gap 8.62 eV. Number 2: Kohn-Sham gap 7.31 eV.